22
Properties=species:S:1:pos:R:3:forces:R:3:mulliken_charge:R:1 method="wB97M-V/def2-TZVPD" orbital_gap_ev=8.7 largest_force_ev_per_a=4.1 molar_mass_g_mol=129.2 total_charge=+1 relative_energy_kcal_mol=73.07 smiles="C/N=C1/N(C)CCN1[NH3+]"
C -0.098916 -0.409178 0.121270 -0.257 -0.664 -0.861 0.59
C -1.021937 1.184865 -1.309733 -0.828 -2.034 -1.237 -0.53
C -0.224078 1.948296 -0.336933 -2.008 -0.739 3.518 -0.75
C 0.479322 -1.821051 1.978646 1.536 0.716 -0.577 -1.06
C -0.857782 -1.208295 -2.064037 -2.349 -3.215 0.473 -0.91
N 0.190584 -1.528481 0.604046 -0.258 -0.379 -0.445 -0.49
N -0.586705 -0.211779 -1.130322 0.878 2.075 1.342 0.03
N 0.025248 0.887769 0.730937 -0.167 0.803 -0.363 -0.14
N 1.328289 1.000633 1.309180 -1.290 -3.327 1.869 -0.22
H -2.111504 1.166822 -1.277367 -0.058 0.680 0.443 0.34
H -0.727101 1.426879 -2.296629 0.027 0.700 -1.142 0.37
H 0.588360 2.388679 -0.770304 3.001 0.371 -1.177 0.42
H -0.649722 2.790732 0.202183 -0.858 -0.072 -0.263 0.36
H 0.250304 -0.877205 2.595133 0.270 -1.934 0.188 0.41
H 1.554407 -2.200950 1.971293 -0.832 0.953 0.676 0.34
H -0.027814 -2.750374 2.223939 -0.599 0.465 0.632 0.29
H -1.972874 -1.293608 -2.302272 1.214 0.031 0.530 0.29
H -0.402438 -1.074588 -2.991660 1.080 0.617 -1.544 0.34
H -0.499527 -2.218604 -1.677826 -0.584 1.409 -0.309 0.30
H 1.241753 1.560912 2.153830 0.617 0.731 -0.231 0.37
H 1.948259 1.242614 0.582355 1.737 0.927 -0.603 0.38
H 1.573872 -0.004089 1.684273 -0.271 1.886 -0.919 0.28